(1)
{"formula": "C31H35BiN3P2S2", "method": "wB97M-V/def2-TZVPD", "relative_energy_kcal_mol": 19.2, "charge": 1, "gap_ha": 0.282, "symbols": ["Bi", "C", "C", "N", "C", "C", "N", "C", "C", "N", "H", "H", "H", "H", "H", "H", "H", "H", "H", "H", "H", "H", "H", "H", "H", "S", "P", "C", "P", "S", "C", "C", "C", "C", "C", "C", "C", "C", "C", "C", "C", "C", "C", "C", "C", "C", "C", "C", "C", "C", "C", "C", "C", "C", "H", "H", "H", "H", "H", "H", "H", "H", "H", "H", "H", "H", "H", "H", "H", "H", "H", "H", "H", "H"], "xyz": [[0.333, 1.778, 0.011], [2.213, 4.991, 1.117], [3.209, 3.956, 0.593], [2.966, 2.593, 1.103], [3.017, 2.440, 2.561], [1.787, 1.744, 3.138], [0.511, 2.329, 2.691], [0.282, 3.712, 3.151], [-0.078, 4.702, 2.042], [0.820, 4.608, 0.892], [2.369, 5.141, 2.186], [2.449, 5.946, 0.642], [3.133, 3.910, -0.497], [4.220, 4.307, 0.836], [3.640, 1.972, 0.675], [3.887, 1.856, 2.869], [3.133, 3.419, 3.023], [1.792, 0.693, 2.836], [1.887, 1.775, 4.231], [-0.246, 1.736, 3.013], [-0.530, 3.739, 3.880], [1.174, 4.060, 3.673], [-1.089, 4.493, 1.686], [-0.085, 5.703, 2.491], [0.430, 5.107, 0.105], [0.162, 1.270, -2.631], [0.376, -0.627, -1.873], [0.044, -0.612, -0.141], [-1.663, -0.516, 0.276], [-2.233, 1.476, 0.360], [-2.905, -1.419, -0.662], [-3.851, -0.754, -1.434], [-4.821, -1.484, -2.105], [-4.839, -2.867, -2.010], [-3.887, -3.532, -1.246], [-2.918, -2.811, -0.570], [-1.868, -1.112, 1.977], [-3.092, -1.565, 2.459], [-3.224, -1.904, 3.799], [-2.145, -1.787, 4.662], [-0.921, -1.334, 4.184], [-0.784, -1.002, 2.847], [-0.484, -1.800, -2.944], [-1.179, -1.373, -4.067], [-1.733, -2.312, -4.928], [-1.593, -3.667, -4.666], [-0.919, -4.094, -3.529], [-0.371, -3.164, -2.663], [2.145, -1.048, -2.086], [3.072, -0.262, -1.399], [4.429, -0.495, -1.513], [4.888, -1.521, -2.329], [3.980, -2.293, -3.032], [2.615, -2.058, -2.918], [-3.835, 0.327, -1.496], [-5.566, -0.971, -2.700], [-5.600, -3.433, -2.531], [-3.905, -4.612, -1.177], [-2.181, -3.319, 0.042], [-3.946, -1.648, 1.800], [-4.176, -2.259, 4.172], [-2.249, -2.064, 5.703], [-0.072, -1.254, 4.853], [0.178, -0.706, 2.443], [-1.269, -0.315, -4.276], [-2.271, -1.981, -5.808], [-2.013, -4.394, -5.350], [-0.821, -5.152, -3.321], [0.154, -3.487, -1.771], [2.717, 0.550, -0.776], [5.136, 0.126, -0.976], [5.950, -1.706, -2.421], [4.334, -3.084, -3.681], [1.931, -2.658, -3.497]], "lowdin_charge": [1.30, -0.20, -0.20, -0.13, -0.20, -0.21, -0.15, -0.19, -0.22, -0.13, 0.10, 0.13, 0.12, 0.12, 0.09, 0.13, 0.10, 0.10, 0.13, 0.08, 0.13, 0.11, 0.11, 0.12, 0.11, 0.20, 0.43, -0.69, 0.46, 0.22, -0.37, -0.09, -0.06, -0.06, -0.06, -0.10, -0.36, -0.07, -0.06, -0.07, -0.07, -0.12, -0.37, -0.09, -0.06, -0.06, -0.07, -0.12, -0.33, -0.12, -0.07, -0.07, -0.06, -0.06, 0.07, 0.11, 0.11, 0.11, 0.12, 0.11, 0.11, 0.11, 0.11, 0.06, 0.07, 0.11, 0.11, 0.11, 0.12, 0.03, 0.10, 0.11, 0.11, 0.10]}


(2)
{"formula": "C12H18S", "method": "wB97M-V/def2-TZVPD", "relative_energy_kcal_mol": 0.0, "charge": 0, "smiles": "CC(C)=C1[C@H]2CC[C@@H]1[C@@H]1CSC[C@@H]12", "gap_ha": 0.330, "symbols": ["C", "C", "C", "C", "C", "C", "C", "C", "C", "C", "S", "C", "C", "H", "H", "H", "H", "H", "H", "H", "H", "H", "H", "H", "H", "H", "H", "H", "H", "H", "H"], "xyz": [[2.827, -1.189, -0.524], [1.649, -1.149, 0.420], [1.808, -2.170, 1.479], [0.642, -0.226, 0.327], [-0.574, -0.103, 1.128], [-0.452, 1.330, 1.427], [0.235, 2.018, 0.212], [0.478, 0.857, -0.719], [-0.757, 0.230, -1.316], [-1.608, 1.291, -2.054], [-3.305, 0.734, -1.741], [-3.008, -0.163, -0.075], [-1.521, -0.448, -0.085], [2.578, -1.795, -1.477], [3.697, -1.660, -0.017], [3.076, -0.211, -0.808], [2.425, -1.723, 2.270], [2.279, -3.092, 1.115], [0.830, -2.326, 1.946], [-0.532, -0.619, 2.053], [-1.463, 1.781, 1.535], [0.195, 1.391, 2.312], [-0.264, 2.863, -0.192], [1.262, 2.350, 0.500], [1.322, 1.063, -1.505], [-0.581, -0.562, -2.135], [-1.275, 1.416, -3.064], [-1.480, 2.302, -1.717], [-3.404, 0.434, 0.816], [-3.605, -1.062, -0.030], [-1.475, -1.560, -0.081]], "lowdin_charge": [-0.07, -0.27, -0.07, -0.21, -0.23, -0.13, -0.12, -0.23, -0.28, -0.45, 0.82, -0.37, -0.25, 0.12, 0.08, 0.04, 0.09, 0.08, 0.07, 0.14, 0.12, 0.13, 0.09, 0.13, 0.18, 0.17, 0.08, 0.05, 0.09, 0.06, 0.15]}


(3)
{"formula": "C26H32AsCrF5NO3SiTe", "method": "wB97M-V/def2-TZVPD", "multiplicity": 4, "relative_energy_kcal_mol": 53.2, "s2": 3.772, "charge": 0, "gap_ha": [0.220, 0.227], "symbols": ["Cr", "C", "Si", "C", "C", "N", "C", "C", "C", "C", "C", "C", "O", "C", "C", "C", "C", "C", "C", "H", "H", "H", "H", "H", "H", "H", "H", "H", "H", "H", "H", "H", "H", "H", "H", "H", "H", "C", "As", "C", "C", "O", "H", "H", "H", "H", "H", "H", "H", "H", "H", "F", "Te", "F", "F", "F", "F", "O", "C", "C", "C", "C", "C", "C", "C", "C", "H", "H", "H", "H", "H"], "xyz": [[-0.399, 0.057, 0.558], [1.540, -1.632, 4.512], [1.912, -0.915, 2.817], [2.151, -2.380, 1.679], [3.558, -0.019, 2.875], [0.689, 0.163, 2.217], [0.440, 1.329, 2.934], [0.909, 1.610, 4.227], [0.658, 2.821, 4.855], [-0.065, 3.818, 4.219], [-0.541, 3.582, 2.935], [-0.292, 2.364, 2.347], [-0.703, 2.089, 1.024], [-1.852, 2.757, 0.559], [-3.065, 2.595, 1.197], [-4.169, 3.243, 0.665], [-4.049, 4.031, -0.474], [-2.814, 4.176, -1.090], [-1.699, 3.533, -0.569], [1.934, -1.027, 5.330], [2.001, -2.619, 4.589], [0.466, -1.752, 4.669], [2.541, -3.221, 2.256], [2.892, -2.141, 0.918], [1.236, -2.712, 1.192], [4.390, -0.723, 2.965], [3.627, 0.684, 3.707], [3.685, 0.552, 1.951], [1.477, 0.861, 4.759], [1.036, 2.981, 5.857], [-0.260, 4.764, 4.706], [-1.104, 4.336, 2.402], [-3.141, 1.960, 2.068], [-5.134, 3.119, 1.139], [-4.919, 4.525, -0.884], [-2.716, 4.786, -1.979], [-0.723, 3.617, -1.027], [2.447, -1.810, -2.168], [2.128, 0.054, -1.839], [1.443, 0.797, -3.467], [3.838, 0.823, -1.490], [1.130, 0.539, -0.594], [1.898, -2.112, -3.057], [2.140, -2.416, -1.325], [3.518, -1.918, -2.333], [2.024, 1.677, -3.738], [0.411, 1.086, -3.277], [1.483, 0.063, -4.269], [4.389, 0.945, -2.423], [4.394, 0.172, -0.817], [3.682, 1.788, -1.011], [-3.763, -0.700, -1.914], [-2.782, -1.196, -0.365], [-4.352, -0.728, 0.474], [-2.664, -2.463, 1.027], [-3.293, -2.837, -1.167], [-2.010, -0.263, 1.503], [-1.823, 0.351, -0.806], [-0.514, -1.830, -0.419], [-0.714, -2.329, -1.527], [-0.893, -2.910, -2.826], [-1.216, -2.073, -3.894], [-1.412, -2.616, -5.153], [-1.288, -3.986, -5.340], [-0.975, -4.821, -4.273], [-0.785, -4.288, -3.010], [-1.348, -1.013, -3.713], [-1.678, -1.975, -5.982], [-1.451, -4.410, -6.322], [-0.898, -5.889, -4.426], [-0.564, -4.923, -2.163]], "mulliken_spin": [3.00, 0.00, 0.01, 0.02, 0.01, 0.02, -0.01, 0.01, -0.01, 0.01, -0.01, 0.02, 0.00, -0.01, 0.00, 0.00, 0.00, 0.00, 0.00, 0.00, 0.00, 0.00, 0.00, 0.00, 0.00, 0.00, 0.00, 0.00, 0.00, 0.00, 0.00, 0.00, 0.00, 0.00, 0.00, 0.00, 0.00, 0.01, -0.01, 0.00, 0.00, -0.04, 0.00, 0.00, 0.00, 0.00, 0.00, 0.00, 0.00, 0.00, 0.00, 0.00, 0.01, 0.00, 0.00, 0.00, 0.01, -0.03, -0.06, 0.02, 0.00, 0.01, 0.00, 0.00, 0.00, 0.00, 0.00, 0.00, 0.00, 0.00, 0.00]}


(4)
{"formula": "C5H12NO", "method": "wB97M-V/def2-TZVPD", "multiplicity": 2, "relative_energy_kcal_mol": 58.6, "s2": 0.759, "charge": 2, "gap_ha": [0.322, 0.228], "symbols": ["C", "C", "C", "C", "N", "C", "H", "H", "H", "H", "H", "H", "H", "H", "H", "H", "H", "H", "O"], "xyz": [[0.558, 0.841, 2.124], [0.998, -0.557, 1.673], [0.708, -0.881, 0.281], [-0.465, -0.738, -0.450], [-0.561, -1.107, -1.789], [-1.702, -1.173, -2.417], [1.224, 1.635, 1.746], [-0.484, 1.081, 1.918], [0.777, 1.026, 3.177], [2.039, -0.690, 1.993], [0.444, -1.357, 2.206], [1.399, -1.637, -0.127], [-1.204, -0.063, -0.053], [0.316, -1.202, -2.312], [-2.507, -0.596, -1.950], [-1.768, -1.492, -3.450], [0.018, 2.453, -1.643], [0.448, 2.367, -0.160], [-0.238, 2.092, -0.766]], "mulliken_spin": [0.01, 0.04, 0.23, 0.43, -0.05, 0.13, 0.01, 0.00, 0.00, 0.01, 0.09, 0.00, 0.02, 0.00, 0.01, 0.01, 0.00, 0.00, 0.08]}